27
Properties=species:S:1:pos:R:3:forces:R:3 method="wB97M-V/def2-TZVPD" total_charge=+1 multiplicity=3 e_homo_ev="-9.8 / -14.5" lumo_ev="-2.530 / -6.111" gap_ev="7.32 / 8.37" s2=2.01
C 4.09765 0.86233 0.76744 6.613 1.296 2.057
C 2.93346 0.66682 0.09266 -5.528 -1.872 -3.517
C 1.73597 0.51467 0.87797 2.070 0.451 -1.440
C 3.00500 0.20243 -1.32126 1.846 0.144 -0.858
C -1.73477 0.16969 -1.48288 -1.036 -0.763 1.634
C -1.20795 -1.47610 0.18149 1.704 0.803 -1.530
C -3.05696 -0.03918 0.63242 -0.834 2.467 0.637
C -0.58783 0.90027 0.73727 -2.464 -1.121 1.651
N -1.68300 -0.08380 0.03664 0.754 -0.200 -0.500
O 1.77097 0.22944 2.04024 -0.935 -0.072 1.423
O 0.58539 0.78848 0.13585 -0.799 -0.104 -1.068
Cl -1.33716 2.49087 0.67155 0.432 0.457 -0.254
H 5.08035 0.93300 0.14903 -1.876 -0.161 1.656
H 3.99008 1.18857 1.80188 0.707 -0.125 -0.281
H 2.41702 0.64648 -2.07915 -1.350 1.040 -0.327
H 4.01625 0.32474 -1.77738 -0.385 0.151 0.843
H 2.83493 -0.84677 -1.53177 -0.297 -0.681 0.762
H -2.11038 1.13802 -1.69439 -1.262 0.662 0.026
H -0.76282 0.25249 -1.88029 1.396 -0.761 -0.208
H -2.31865 -0.70303 -1.81487 0.252 0.805 -0.571
H -1.91165 -2.22936 0.00988 -1.631 -0.635 -0.581
H -0.39922 -1.62122 -0.53888 0.109 -0.080 0.414
H -0.89419 -1.60181 1.15344 1.051 -0.319 2.219
H -3.17915 -0.31239 1.72108 1.025 0.448 -1.036
H -3.41762 1.03643 0.46508 0.156 -1.816 0.375
H -3.68443 -0.75215 0.12423 -0.086 -0.058 -0.580
H -0.61837 0.60268 1.81704 0.368 0.045 -0.946